[1]
Formula: C34H55F13N11O10S4
Source: the Open Molecules 2025 dataset
Level of theory: the ωB97M-V functional and the def2-TZVPD basis

Each line ends with the Löwdin charge.
Positions of all 127 atoms, in Å:
F  -0.1755  1.0265  0.2346  -0.520
C  -1.9774  5.4254  3.1268  -0.049
C  -1.4701  4.0146  3.3849  -0.173
N  -0.0428  3.7513  3.1872  -0.025
C  1.0477  4.4319  3.7505  0.007
C  2.1490  3.7801  3.3789  0.004
N  1.7597  2.7598  2.5129  -0.071
C  0.4602  2.7771  2.4311  -0.062
C  2.5984  1.7797  1.9087  0.008
H  -1.4834  6.1664  3.7451  0.073
H  -3.0086  5.4186  3.4894  0.087
H  -2.0086  5.6687  2.0487  0.065
H  -1.9651  3.2563  2.7349  0.129
H  -1.6927  3.6356  4.3746  0.120
H  0.8901  5.3508  4.2913  0.136
H  3.1607  3.9281  3.6791  0.136
H  -0.0561  2.0162  1.7946  0.128
H  2.2597  1.5219  0.9174  0.080
H  2.6964  0.9280  2.5795  0.061
H  3.6129  2.1410  1.9015  0.107
C  2.1237  6.3307  -0.9007  -0.029
C  2.2154  4.7650  -0.7368  -0.153
N  1.8316  4.0251  -1.9299  -0.036
C  2.0922  4.2897  -3.2568  -0.016
C  1.5460  3.3163  -4.0513  0.048
N  0.9811  2.3752  -3.1129  -0.064
C  1.1092  2.8749  -1.8929  -0.018
C  0.2405  1.1884  -3.4755  0.004
H  2.1293  6.8054  0.0720  0.075
H  1.1905  6.5071  -1.4652  0.074
H  3.0130  6.6418  -1.3896  0.059
H  1.5482  4.4547  0.0628  0.104
H  3.2230  4.3840  -0.4308  0.137
H  2.4453  5.1828  -3.6935  0.129
H  1.4577  3.2224  -5.1308  0.137
H  0.7866  2.2919  -1.0377  0.123
H  0.5210  0.3989  -2.7731  0.084
H  0.5814  0.8116  -4.4390  0.100
H  -0.8056  1.4198  -3.5408  0.086
C  -1.2385  -2.1761  -4.1389  -0.048
C  -2.6848  -1.7861  -4.4944  -0.128
N  -3.0642  -0.5491  -3.7721  -0.039
C  -3.6479  0.5786  -4.3023  0.002
C  -3.7833  1.4588  -3.2842  -0.026
N  -3.2702  0.9065  -2.1689  -0.056
C  -2.8798  -0.3465  -2.4453  -0.022
C  -2.8994  1.5514  -0.8762  0.028
H  -1.1675  -2.1533  -3.0335  0.053
H  -0.5286  -1.4008  -4.5104  0.073
H  -0.8954  -3.1456  -4.5421  0.093
H  -3.4210  -2.5120  -4.2490  0.115
H  -2.7869  -1.6020  -5.5498  0.123
H  -3.9534  0.7336  -5.3016  0.130
H  -4.1116  2.4947  -3.3284  0.131
H  -2.3429  -1.0233  -1.7679  0.144
H  -3.2595  0.8954  -0.1264  0.078
H  -3.2344  2.6049  -0.8457  0.078
H  -1.8123  1.5954  -0.8049  0.058
C  -5.4955  -3.2397  4.7305  -0.076
C  -4.1541  -3.9328  4.9801  -0.134
N  -2.9995  -3.0033  4.6487  -0.037
C  -1.7172  -3.3081  5.1107  0.009
C  -0.8685  -2.2761  4.7398  0.034
N  -1.6217  -1.4745  3.8714  -0.034
C  -2.8770  -1.9398  3.8869  -0.059
C  -1.0844  -0.2129  3.1993  0.032
H  -5.5521  -2.8591  3.6937  0.079
H  -5.5548  -2.3686  5.4020  0.095
H  -6.2899  -3.9169  4.9195  0.072
H  -3.9970  -4.7865  4.2899  0.136
H  -4.1920  -4.2678  6.0360  0.139
H  -1.5237  -4.1784  5.7176  0.137
H  0.2152  -2.2737  4.8303  0.121
H  -3.6776  -1.5686  3.3300  0.139
H  -1.8409  0.2710  2.6388  0.072
H  -0.2182  -0.5555  2.6053  0.072
H  -0.5708  0.3930  3.9552  0.101
C  -1.2301  -5.3341  -1.8517  -0.058
C  -0.5624  -5.3052  -0.5087  -0.131
N  -0.0625  -3.8844  -0.2505  -0.044
C  -0.8204  -2.7837  -0.0708  -0.093
C  -0.0093  -1.6726  -0.1367  -0.025
N  1.2630  -2.1595  -0.4824  -0.035
C  1.2282  -3.5051  -0.5754  0.024
C  2.5264  -1.3475  -0.6265  0.050
H  -2.0578  -4.6480  -1.8325  0.066
H  -1.5353  -6.3535  -2.0083  0.088
H  -0.5220  -5.0427  -2.5924  0.054
H  0.3175  -5.9026  -0.4461  0.116
H  -1.2160  -5.5259  0.3935  0.142
H  -1.8912  -2.8640  0.1348  0.127
H  -0.1376  -0.5771  0.0271  0.062
H  2.0178  -4.1439  -0.9049  0.105
H  3.2652  -2.0277  -1.0824  0.074
H  2.6846  -1.0148  0.3977  0.086
H  2.4341  -0.5385  -1.3558  0.078
C  -2.9229  6.8426  -1.5283  -0.607
F  -2.4773  7.5082  -0.4094  0.079
F  -4.3038  6.8252  -1.4030  0.078
F  -2.6881  7.5534  -2.5929  0.161
S  -2.1313  5.1313  -1.5660  0.531
O  -2.0767  4.8235  -0.1456  -0.345
O  -3.0945  4.3019  -2.3289  -0.358
O  -0.8430  5.3920  -2.2485  -0.334
C  3.2600  -3.1073  4.0286  -0.631
F  2.7572  -3.5475  5.1812  0.122
F  4.5031  -3.6324  3.8940  0.108
F  2.5564  -3.6152  2.9665  0.071
S  3.3396  -1.2518  3.9036  0.460
O  3.9364  -0.8122  5.1308  -0.279
O  4.1128  -1.1120  2.6778  -0.322
O  1.9220  -0.9963  3.6342  -0.380
C  2.7401  -2.0890  -4.2979  -0.674
F  2.5383  -1.8503  -5.6772  0.064
F  3.8939  -1.4800  -3.9888  0.131
F  1.8005  -1.5633  -3.6607  0.171
S  2.8905  -3.9367  -4.0135  0.594
O  1.5396  -4.3842  -3.9577  -0.307
O  3.8352  -4.4524  -4.9436  -0.253
N  3.4258  -4.0216  -2.4430  -0.322
S  5.0321  -4.4667  -2.2729  0.608
O  5.2869  -5.7862  -2.7565  -0.270
O  5.9953  -3.4338  -2.3920  -0.261
C  4.9167  -4.8561  -0.4519  -0.585
F  3.8708  -5.7927  -0.1925  0.035
F  6.0536  -5.4592  -0.0882  0.140
F  4.6552  -3.7905  0.3216  0.117

Force components x, y, z for each atom (eV/Å):
F 0.2 0.5 0.0
C -0.5 -0.5 -0.2
C -0.4 -1.2 -0.6
N 1.1 0.7 -0.4
C -1.7 0.2 0.1
C 0.6 -0.5 -0.6
N 0.4 1.3 1.1
C -1.7 -1.1 -0.6
C 1.4 -0.8 0.5
H 0.3 0.2 -0.2
H 0.0 0.1 -0.2
H 0.3 0.0 0.6
H 0.2 0.8 0.1
H -0.1 0.4 0.5
H 0.2 -0.2 0.2
H 0.4 0.1 -0.1
H 0.1 0.7 0.2
H -0.2 -0.2 -0.1
H -0.5 -0.3 -0.4
H 0.3 0.5 -0.4
C -0.6 -2.2 -0.1
C 0.8 0.8 0.9
N -1.2 -1.5 -0.8
C -1.1 -0.8 -1.1
C -0.3 -0.8 2.4
N 0.7 2.1 -1.8
C 1.1 0.1 -0.2
C 0.8 -0.7 0.0
H -0.3 0.0 0.2
H 0.5 0.4 0.3
H 0.5 0.6 -0.8
H -0.3 -0.1 -0.1
H -0.6 0.6 -0.3
H 0.7 0.9 0.4
H 0.1 -0.1 0.5
H -0.2 0.2 0.5
H -0.6 0.1 0.1
H 0.1 0.3 -0.1
H -0.6 -0.1 0.2
C 0.1 0.6 0.3
C 0.9 0.5 0.1
N 0.0 -0.2 0.5
C 0.1 -0.2 0.9
C -0.2 1.6 -0.6
N 0.7 -0.8 1.1
C 0.4 0.3 -1.0
C 0.2 1.0 -1.2
H 0.3 -0.5 -0.6
H -0.6 -0.5 0.2
H -0.4 0.4 0.3
H -0.4 -0.9 0.3
H -0.1 0.3 -0.4
H 0.0 -0.3 -0.8
H 0.1 -0.3 0.2
H -0.4 0.5 -0.4
H -0.5 -0.2 1.0
H -0.3 -0.8 0.0
H 0.0 -0.2 0.0
C 1.5 1.2 -0.6
C -0.5 0.4 -1.2
N 1.3 -1.9 1.5
C 0.4 1.6 0.3
C -1.1 -1.9 -1.0
N 0.4 0.5 0.9
C 0.4 0.5 -0.2
C 1.7 -2.1 1.0
H -0.2 -0.3 0.4
H -0.2 -0.3 -0.2
H -0.8 -0.5 0.1
H -0.3 0.3 0.7
H 1.0 0.4 -0.6
H 0.0 0.1 0.0
H -0.2 0.6 -0.1
H -0.9 0.9 -0.7
H -0.7 0.4 -0.4
H -0.7 0.2 -0.2
H -0.7 0.0 0.1
C 0.0 -0.4 1.0
C -0.4 2.1 1.9
N 2.3 -1.5 -1.6
C -0.4 1.3 0.6
C 0.7 -0.7 -0.4
N -0.2 -0.6 -0.4
C -2.7 1.4 1.1
C -0.8 -1.0 -0.1
H -0.6 0.1 -0.3
H -0.5 -0.3 -0.4
H 0.5 0.2 -0.7
H 0.5 -0.6 0.0
H 0.6 0.0 -1.3
H 0.5 0.1 0.0
H -0.2 -0.4 -0.1
H 0.5 -0.3 -0.1
H -0.1 0.3 0.8
H 0.9 0.2 -0.2
H -0.5 0.0 0.4
C -1.6 0.2 1.6
F -0.1 -0.5 -1.2
F 1.5 -0.6 0.0
F 0.7 0.4 -0.6
S -0.4 0.5 -1.2
O 0.4 -0.4 -0.4
O 1.3 0.8 0.7
O -1.5 -0.6 1.0
C 1.5 -0.3 -1.1
F -0.5 -0.1 -0.2
F -0.7 0.3 0.4
F -0.1 0.3 1.0
S 0.4 -1.8 -1.7
O -0.5 0.3 0.0
O 0.0 0.5 0.6
O -0.6 0.8 0.9
C 3.6 -1.6 -3.9
F 0.0 -0.4 1.9
F -0.3 -0.1 0.0
F -3.0 1.6 2.0
S 1.7 -0.5 3.0
O -1.3 0.1 -0.5
O -0.3 0.4 -0.5
N 1.2 0.4 -2.1
S -2.0 -1.4 1.1
O 0.2 0.2 -0.6
O 0.3 0.8 -0.3
C -1.2 -1.2 0.7
F 1.5 1.6 -0.5
F -0.7 0.7 0.0
F 0.3 -0.5 -0.3

Net charge: +1
HOMO in eV: -11.0
Electronic energy in eV: -151676.17997


[2]
Formula: C34H55N6O2
Source: the Open Molecules 2025 dataset
Level of theory: the ωB97M-V functional and the def2-TZVPD basis

Each line ends with the Löwdin spin population.
Positions of all 97 atoms, in Å:
C  3.1577  -1.1447  -1.3658  0.000
C  4.5118  -0.7925  -1.7690  0.000
N  5.0351  0.3870  -2.2437  0.000
C  3.9972  1.2773  -2.3396  0.000
C  2.5850  1.1235  -2.0342  0.000
N  1.6664  2.2345  -2.2697  0.000
C  0.9335  3.0190  -1.3812  0.000
C  0.1491  3.9614  -2.2080  0.000
N  0.5159  3.5912  -3.5089  0.000
C  0.0177  4.1765  -4.7789  0.000
C  -0.4630  3.0808  -5.8162  0.000
C  -1.7926  2.3376  -5.3666  0.000
C  -1.5350  0.9830  -4.5888  0.000
N  -2.3246  0.8403  -3.3546  0.000
C  -2.0743  -0.0020  -2.2483  0.000
C  -3.1091  0.0844  -1.1896  0.000
C  -4.0985  1.0956  -1.6978  0.000
C  -3.5270  1.4861  -2.9973  0.000
C  1.4462  2.5550  -3.6090  0.000
C  2.0795  -0.1514  -1.4833  0.000
H  2.9377  -2.1665  -0.9701  0.000
H  5.2738  -1.6214  -1.6827  0.000
H  4.2962  2.2872  -2.7511  0.000
H  0.9347  2.9313  -0.2725  0.000
H  -0.5529  4.7634  -1.8753  0.000
H  -0.7914  4.9245  -4.5290  0.000
H  0.8194  4.7774  -5.3082  0.000
H  -0.7292  3.6451  -6.7625  0.000
H  0.3625  2.3743  -6.1242  0.000
H  -2.3937  2.1117  -6.2980  0.000
H  -2.4055  3.0871  -4.7929  0.000
H  -0.4349  0.7767  -4.4229  0.000
H  -1.8839  0.1536  -5.2799  0.000
H  -1.2175  -0.6999  -2.1036  0.000
H  -3.1659  -0.4707  -0.2262  0.000
H  -5.0441  1.4677  -1.2453  0.000
H  -4.0842  2.2474  -3.5968  0.000
H  1.8861  2.1125  -4.5336  0.000
H  1.0026  -0.3003  -1.2409  0.000
C  -6.0892  3.0188  4.7854  0.001
C  -5.7154  3.0559  3.2861  0.025
C  -5.8385  4.4981  2.7681  0.014
C  -7.2863  4.9598  2.6516  0.001
C  -8.0935  3.9917  1.7936  0.014
C  -7.9687  2.5161  2.2160  0.025
N  -6.5627  2.1009  2.5106  0.344
O  -5.9549  1.8777  1.3475  0.568
C  -8.8517  2.2382  3.4525  0.002
C  -8.6220  1.6596  1.1088  -0.001
C  -4.2267  2.6516  3.2773  -0.001
H  -5.3153  3.4996  5.3888  0.000
H  -7.0058  3.5537  5.0236  0.000
H  -6.1854  1.9912  5.1438  0.001
H  -5.3614  4.5843  1.7848  0.003
H  -5.2946  5.1810  3.4279  0.001
H  -7.7421  5.0659  3.6396  0.000
H  -7.3134  5.9546  2.1976  0.001
H  -9.1449  4.2946  1.8101  0.001
H  -7.7625  4.1051  0.7548  0.002
H  -8.6802  1.2308  3.8392  0.001
H  -9.9114  2.3085  3.1963  0.000
H  -8.7055  2.9476  4.2646  0.000
H  -8.1843  1.8453  0.1262  0.000
H  -9.6847  1.8937  1.0198  0.000
H  -8.5348  0.5928  1.3287  0.000
H  -4.0959  1.6301  3.6446  0.000
H  -3.6452  3.3117  3.9247  0.000
H  -3.7755  2.7203  2.2855  -0.001
C  6.3988  -3.2381  1.9166  0.001
C  7.1573  -4.0422  0.8357  0.025
C  6.1515  -4.5815  -0.1941  0.013
C  5.2875  -5.7086  0.3607  0.001
C  6.1583  -6.8267  0.9240  0.013
C  7.2336  -6.3509  1.9186  0.024
N  7.9642  -5.1299  1.4615  0.330
O  8.8771  -5.5149  0.5713  0.585
C  6.5994  -6.0779  3.3006  0.002
C  8.1780  -7.5434  2.1865  -0.001
C  8.0427  -2.9784  0.1541  -0.001
H  6.0277  -2.2943  1.5075  0.000
H  5.5170  -3.7443  2.3039  0.000
H  7.0521  -2.9906  2.7564  0.001
H  6.6827  -4.9495  -1.0793  0.003
H  5.5039  -3.7709  -0.5463  0.001
H  4.6029  -5.3341  1.1271  0.000
H  4.6568  -6.1087  -0.4389  0.001
H  5.5146  -7.5718  1.4016  0.001
H  6.6380  -7.3373  0.0816  0.002
H  7.3225  -5.6228  3.9813  0.001
H  6.2627  -7.0084  3.7637  0.000
H  5.7169  -5.4418  3.2609  0.000
H  8.6135  -7.9434  1.2694  -0.001
H  7.6329  -8.3675  2.6516  0.000
H  8.9913  -7.2621  2.8597  0.000
H  8.7707  -2.5655  0.8570  0.000
H  7.4336  -2.1490  -0.2147  0.000
H  8.5833  -3.3685  -0.7098  -0.001

Force components x, y, z for each atom (eV/Å):
C -0.8 2.0 -0.5
C 0.5 -1.3 0.4
N -4.5 -0.9 1.0
C -0.4 1.6 -0.6
C 0.9 -2.6 1.6
N 0.6 -0.4 -1.8
C -1.7 2.0 -2.2
C 3.0 -3.6 1.1
N 0.7 -0.5 -1.3
C -0.3 0.7 -1.3
C -1.0 0.5 -0.2
C 0.4 0.2 -0.4
C -0.7 -0.7 -1.0
N -1.5 0.0 3.3
C -1.3 -0.6 2.6
C 0.4 1.9 -3.4
C 3.7 -1.2 -2.4
C -2.2 0.4 1.7
C -2.2 2.3 3.8
C 3.4 0.8 -1.1
H 0.4 1.1 -0.5
H -0.9 1.0 0.0
H -0.4 -1.1 0.6
H 0.3 -0.2 -1.3
H 0.8 -1.0 -0.8
H 0.7 -1.1 -0.3
H -0.6 -0.7 1.0
H 0.5 -0.5 1.1
H -0.8 0.7 0.5
H 0.7 0.2 1.1
H 0.6 -0.9 -0.3
H -1.3 0.4 0.2
H 0.5 0.8 0.7
H -0.6 0.8 -0.9
H 0.3 0.5 -1.1
H 1.1 -0.4 -0.5
H 1.1 -0.9 0.1
H -0.5 0.5 1.3
H 1.1 0.0 -0.1
C -0.3 0.1 0.2
C 0.8 0.4 2.0
C -0.3 0.1 -0.3
C 0.0 0.0 0.0
C 0.4 0.3 -0.1
C -2.1 -0.4 0.7
N 1.2 1.3 -3.3
O -0.4 -0.5 1.3
C 0.0 0.2 0.3
C 0.7 -0.1 -0.3
C 0.0 -0.3 -0.7
H 0.1 0.0 -0.2
H 0.0 -0.1 -0.1
H 0.0 0.0 -0.1
H 0.0 -0.2 0.0
H 0.1 -0.2 0.1
H 0.0 0.0 0.0
H 0.0 0.0 0.1
H 0.0 -0.3 0.0
H 0.1 -0.2 0.0
H 0.1 0.1 0.0
H 0.1 0.0 -0.2
H 0.1 -0.1 0.0
H 0.1 -0.1 0.1
H 0.1 0.1 0.3
H 0.1 0.1 0.0
H -0.1 0.0 -0.1
H -0.3 0.0 0.1
H -0.2 -0.1 0.0
C -0.3 -0.1 0.2
C -0.9 1.9 0.4
C 0.0 -0.5 -0.1
C 0.0 0.0 0.0
C 0.0 0.2 -0.5
C -0.7 -1.0 1.9
N 0.8 -1.5 -3.2
O -0.4 0.7 1.3
C -0.3 0.2 0.1
C 0.5 0.3 -0.5
C 0.5 -0.5 -0.2
H 0.2 -0.1 -0.1
H 0.1 -0.1 0.1
H 0.0 -0.1 -0.1
H 0.1 0.0 0.1
H 0.2 0.1 0.1
H 0.0 0.0 0.0
H 0.0 0.0 0.1
H 0.2 0.0 0.2
H 0.2 0.1 0.1
H 0.0 0.0 -0.1
H 0.1 0.0 -0.2
H 0.1 0.1 0.0
H 0.1 0.2 0.0
H -0.2 0.3 0.0
H 0.0 0.0 -0.1
H 0.0 -0.1 0.0
H -0.2 -0.1 0.2
H 0.0 -0.1 0.2

Net charge: +1
Multiplicity: 3
HOMO (alpha / beta) in eV: -10.2 / -10.3
Electronic energy in eV: -49172.04215
⟨S²⟩: 2.0085